--- 1 ---
DFT (ωB97M-V/def2-TZVPD) results for a molecular structure, C4H8O2.

Properties
Gap between HOMO and LUMO = 9.300 eV
E_HOMO = -8.26 eV

```
! RIJCOSX wB97M-V def2-TZVPD def2/J DEFGRID3
* xyz 0 1
O 0.41139 -2.09562 -0.42777
C -0.41390 -1.38446 1.01219
C 0.04268 0.04804 0.99890
C -0.54927 0.83104 -0.15067
C 0.27596 1.68597 -1.00410
O -0.12612 0.39417 -1.45290
H 0.45318 -1.32379 -1.03330
H -0.61201 -2.18006 -0.21575
H 0.14600 -1.94285 1.77004
H -0.31472 0.48255 1.94460
H 1.14003 0.16084 0.99325
H -1.62108 1.02265 -0.09868
H 1.33783 1.78876 -0.78189
H -0.16997 2.51275 -1.55392
*
```

--- 2 ---
DFT (ωB97M-V/def2-TZVPD) results for C4H8O2 in the gas phase.

Properties
Structure (SMILES) = C[C@@]1(O)C[C@H]1O
Gap between HOMO and LUMO = 10.579 eV
E_HOMO = -9.71 eV

```
! RIJCOSX wB97M-V def2-TZVPD def2/J DEFGRID3
* xyz 0 1
C -1.04644 0.20931 -1.03275
C -0.08596 0.47751 0.10622
O 0.20858 1.82076 0.38263
C -0.01807 -0.48845 1.26304
C 1.09805 -0.42761 0.26137
O 1.22869 -1.53465 -0.57616
H -2.09698 0.30047 -0.72844
H -0.89184 -0.81185 -1.40368
H -0.84746 0.92112 -1.84234
H -0.47359 2.15807 0.97636
H 0.17102 -0.09852 2.26022
H -0.66101 -1.36419 1.22314
H 2.02800 0.04482 0.58220
H 1.38701 -1.20679 -1.47181
*
```

Of them, 1 has the lowest stability.

--- 1 ---
DFT (ωB97M-V/def2-TZVPD) results for C4H8O2 in the gas phase.

Properties
Structure (SMILES) = C1COCOC1
Gap between HOMO and LUMO = 10.497 eV
E_HOMO = -9.59 eV

```
! RIJCOSX wB97M-V def2-TZVPD def2/J DEFGRID3
* xyz 0 1
C 0.84033 0.52432 -0.31474
C 0.99009 -0.80079 0.35696
O -0.23489 -1.47539 0.63092
C -1.35563 -0.85386 0.02668
O -1.52345 0.47132 0.43008
C -0.42999 1.34430 0.07877
H 1.98296 0.63000 -0.25129
H 0.80806 0.40221 -1.39507
H 1.95136 -1.05036 -0.32895
H 1.52581 -0.82250 1.29973
H -2.24982 -1.40144 0.34955
H -1.24601 -0.92616 -1.06339
H -0.29126 1.98913 0.94541
H -0.76758 1.96923 -0.76466
*
```

--- 2 ---
DFT (ωB97M-V/def2-TZVPD) results for 2 unconnected molecules or ions with the total composition C4H8O2.

Properties
Gap between HOMO and LUMO (alpha / beta) = 7.793 / 7.794 eV
E_HOMO (alpha / beta) = -8.94 / -8.94 eV

```
! RIJCOSX wB97M-V def2-TZVPD def2/J DEFGRID3
* xyz 0 1
C 0.68959 -0.91215 -1.47894
C 0.12851 0.33766 -0.52789
C 0.81454 -0.29189 0.57196
O -1.16753 0.36981 -0.44714
C -1.44246 1.01100 1.45920
O -1.68156 2.18512 1.54912
H 1.77322 -1.01362 -1.56731
H 0.21325 -1.85640 -1.21267
H 0.28554 -0.57933 -2.43720
H 0.65919 1.22111 -0.92989
H 0.34830 -1.16848 1.01633
H -0.32737 0.63131 1.57155
H 1.87577 -0.13874 0.76632
H -2.16899 0.20462 1.66656
*
```

Of them, 2 has the lowest stability.

--- 1 ---
DFT (ωB97M-V/def2-TZVPD) results for 2 unconnected molecules or ions with the total composition C4H8O2.

Properties
Structure (SMILES) = C=CCC=O.O
Gap between HOMO and LUMO = 8.764 eV
E_HOMO = -8.36 eV

```
! RIJCOSX wB97M-V def2-TZVPD def2/J DEFGRID3
* xyz 0 1
O -0.32297 -1.15994 -1.49366
C -1.12170 -0.48840 -0.81493
C 0.03799 -0.58400 1.39255
C 0.21717 0.60714 0.71802
O 1.73618 0.15163 -0.81265
C -0.70859 0.89322 -0.38666
H 1.00624 -0.51944 -1.28051
H -2.15742 -0.83903 -0.70734
H 0.24031 -1.54680 0.93478
H 0.15905 -0.57149 2.47064
H 0.51956 1.47994 1.28944
H 2.19984 -0.35984 -0.13147
H -0.28323 1.45813 -1.20768
H -1.52244 1.47886 0.02946
*
```

--- 2 ---
DFT (ωB97M-V/def2-TZVPD) results for a molecular structure, C4H8O2.

Properties
Gap between HOMO and LUMO = 11.249 eV
E_HOMO = -10.20 eV

```
! RIJCOSX wB97M-V def2-TZVPD def2/J DEFGRID3
* xyz 0 1
C -0.94111 -1.23306 -0.92432
C -0.63294 -0.15036 0.10131
O 0.08863 -0.36839 1.37323
C 0.57412 1.00216 1.24627
C 0.49684 0.82253 -0.25836
O 1.61941 0.08313 -0.68699
H -0.20382 -1.20485 -1.73344
H -0.99470 -2.25098 -0.53720
H -1.91992 -1.00084 -1.36018
H -1.56248 0.34087 0.40461
H 1.55998 1.19008 1.68158
H -0.16015 1.71573 1.64440
H 0.34558 1.64291 -0.95975
H 1.73057 -0.58894 0.00883
*
```

Of them, 1 has the lowest stability.

--- 1 ---
DFT (ωB97M-V/def2-TZVPD) results for 2 unconnected molecules or ions with the total composition C4H8O2.

Properties
Gap between HOMO and LUMO = 9.165 eV
E_HOMO = -9.49 eV

```
! RIJCOSX wB97M-V def2-TZVPD def2/J DEFGRID3
* xyz 0 1
C -0.39021 1.70658 0.24209
C -0.07364 0.30923 -0.38467
C -1.14395 -0.50126 0.28320
O 1.14145 -0.02578 0.17426
C 1.73081 -1.49378 -0.11563
O 2.25901 -1.56016 -1.18832
H -1.37769 2.03875 -0.09974
H -0.30589 1.68403 1.34072
H 0.40062 2.32198 -0.17634
H -0.09654 0.42564 -1.50543
H -0.95409 -1.26321 1.02515
H -0.89872 -1.55959 -0.74366
H -2.21739 -0.27286 0.43671
H 2.19254 -1.65656 0.87579
*
```

--- 2 ---
DFT (ωB97M-V/def2-TZVPD) results for C4H8O2 in the gas phase.

Properties
Structure (SMILES) = C[C@H]1[C@@H](O)[C@H]1O
Gap between HOMO and LUMO = 10.062 eV
E_HOMO = -9.31 eV

```
! RIJCOSX wB97M-V def2-TZVPD def2/J DEFGRID3
* xyz 0 1
C 1.47837 -0.28660 -0.38756
C 0.37272 -0.14240 0.75088
C -0.93524 0.65724 0.64058
O -1.06724 1.55757 -0.42561
C -0.90657 -0.78460 0.26468
O -0.91727 -1.00244 -1.10460
H 2.08672 -1.14687 -0.09425
H 1.16087 -0.57194 -1.41114
H 2.11993 0.58437 -0.53081
H 0.66742 -0.26610 1.80533
H -1.52855 0.93665 1.51942
H -0.28890 2.12539 -0.37110
H -1.44199 -1.55772 0.80472
H -0.80026 -0.10255 -1.46055
*
```

Of them, 1 has the lowest stability.

--- 1 ---
DFT (ωB97M-V/def2-TZVPD) results for C5H5NO2 in the gas phase.

Properties
Structure (SMILES) = C#C[C@H](C=O)ON=C
Gap between HOMO and LUMO = 9.851 eV
E_HOMO = -10.05 eV

```
! RIJCOSX wB97M-V def2-TZVPD def2/J DEFGRID3
* xyz 0 1
C -2.49770 -0.13362 -0.43079
C 0.64932 -0.28860 0.61858
C 1.11318 -1.44070 0.05510
C 1.44425 0.86360 0.06434
C 1.97385 1.80865 -0.36914
H -3.06894 0.51553 -1.37216
H -2.88148 -0.52902 0.72356
H 0.59460 -0.28904 1.82906
H 0.33516 -2.11313 -0.00397
H 2.07216 3.01091 -0.29159
N -1.13037 0.14246 -0.72343
O -0.71355 -0.00437 0.60148
O 2.10952 -1.54269 -0.70104
*
```

--- 2 ---
DFT (ωB97M-V/def2-TZVPD) results for a molecular structure, C5H5NO2.

Properties
Gap between HOMO and LUMO = 8.980 eV
E_HOMO = -8.73 eV

```
! RIJCOSX wB97M-V def2-TZVPD def2/J DEFGRID3
* xyz 0 1
C 0.42450 0.99151 -0.10854
C 1.24798 -0.01228 -0.28452
C 0.77654 -1.37769 -0.28677
C -0.60973 -1.49064 -0.14303
C -1.56085 -0.49189 0.20989
H 0.92985 2.93182 0.68614
H 2.60255 0.07325 -0.47446
H 1.56250 -1.84495 -0.28681
H -0.78186 -2.75999 -0.08345
H -1.64127 1.48053 0.51558
N -0.88982 0.72761 0.11722
O 0.75666 2.36153 -0.07908
O -2.81704 -0.58879 0.21783
*
```

--- 3 ---
DFT (ωB97M-V/def2-TZVPD) results for a molecular structure, C5H5NO2.

Properties
Gap between HOMO and LUMO = 9.293 eV
E_HOMO = -9.11 eV

```
! RIJCOSX wB97M-V def2-TZVPD def2/J DEFGRID3
* xyz 0 1
C 0.47370 0.25624 -0.48988
C -0.84288 0.32894 -0.26392
C -1.15874 -0.65297 0.90870
C 1.15149 1.21220 -1.46018
C 2.11465 2.01647 -1.88463
H 2.62530 -0.19401 -0.42841
H 1.60202 -1.40925 0.73363
H -1.48934 1.11413 -0.35440
H -2.59713 -0.89291 2.07377
H 2.50031 2.91532 -2.45410
N 1.36976 -0.74780 -0.36896
O -2.18209 -0.27268 1.59943
O -0.65026 -1.63532 1.16953
*
```

Of them, 1 has the lowest stability.

--- 1 ---
DFT (ωB97M-V/def2-TZVPD) results for 2 unconnected molecules or ions with the total composition C6H18N3.

Properties
Gap between HOMO and LUMO = 7.946 eV
E_HOMO = -11.75 eV

```
! RIJCOSX wB97M-V def2-TZVPD def2/J DEFGRID3
* xyz 1 1
C 2.92836 1.15386 1.71862
C -2.50654 -0.71985 -1.63475
C -4.33415 0.00919 0.11458
C 3.00737 -0.97500 -0.72515
C 2.39961 1.19864 0.27647
C -2.86162 -0.13166 -0.35298
N 0.72918 -0.66285 0.24043
N -1.97401 0.42310 0.35428
N 1.87142 -0.00507 -0.35300
H 3.43403 2.14998 1.89899
H 2.19863 1.18407 2.55609
H 3.67426 0.37258 1.89035
H -2.90572 0.01551 -2.43994
H -1.38077 -0.75925 -1.63732
H -2.87148 -1.67308 -1.86285
H -4.82221 -0.99504 0.49773
H -4.91749 0.32824 -0.75913
H -4.38877 0.81169 0.84841
H 2.58530 -1.94987 -0.50131
H 3.07326 -0.97714 -1.86631
H 3.98738 -0.79308 -0.31847
H 3.17756 1.63016 -0.40212
H 1.49004 1.92543 0.26027
H -2.23283 0.86142 1.34515
H 1.08941 -1.26266 0.97488
H 0.47266 -1.30102 -0.51447
H -0.92289 0.14169 0.39153
*
```

--- 2 ---
DFT (ωB97M-V/def2-TZVPD) results for 2 unconnected molecules or ions with the total composition C6H18N3.

Properties
Gap between HOMO and LUMO = 11.052 eV
E_HOMO = -14.24 eV

```
! RIJCOSX wB97M-V def2-TZVPD def2/J DEFGRID3
* xyz 1 1
C -1.39374 1.35238 0.78369
C -2.19072 0.58879 1.86686
C -1.34401 -0.24608 -1.17786
N -0.78849 0.57065 -0.29836
N -2.55982 -0.73023 -0.89109
N -0.63111 -0.80653 -2.21654
H -1.99938 2.13794 0.33857
H -0.64456 1.98610 1.25299
H -2.04087 -0.49004 1.91804
H -3.21041 0.88617 1.65438
H 0.22445 0.57051 -0.23961
H -3.03659 -0.26168 -0.13722
H -2.91028 -1.43954 -1.52801
H 0.04794 -0.32911 -2.78502
H -0.41177 -1.76794 -1.97106
H -1.94450 0.94020 2.87221
C 3.43704 -0.33439 0.59951
C 2.40088 -1.25013 -0.13056
C 2.72765 0.93948 1.13653
H 3.78212 -1.00856 1.39814
H 4.08551 -0.13024 -0.24922
H 1.58229 -1.55741 0.53528
H 1.68225 0.65479 1.29442
H 3.09755 1.04199 2.16170
H 2.84318 -2.16367 -0.56442
H 2.08577 -0.67519 -1.02856
H 2.92162 1.84274 0.53532
*
```

--- 3 ---
DFT (ωB97M-V/def2-TZVPD) results for 2 unconnected molecules or ions with the total composition C6H18N3.

Properties
Gap between HOMO and LUMO = 11.619 eV
E_HOMO = -14.50 eV

```
! RIJCOSX wB97M-V def2-TZVPD def2/J DEFGRID3
* xyz 1 1
C -2.46204 0.24656 1.39426
C -1.65725 0.72545 2.57670
C -1.54577 -0.74804 -0.78796
N -1.51559 0.05971 0.25305
N -2.38643 -1.78026 -0.79123
N -0.55182 -0.69358 -1.69651
H -2.97690 -0.68457 1.58160
H -3.16795 1.00310 1.06337
H -1.13843 -0.08488 3.07813
H -2.32333 1.14808 3.32233
H -1.02513 0.93740 0.14022
H -2.94546 -1.99263 0.01826
H -2.44312 -2.40869 -1.57341
H 0.16717 -0.03462 -1.42510
H -0.66816 -0.90036 -2.67743
H -0.88424 1.45444 2.33547
C 2.24610 0.54781 -0.11064
C 2.91361 -0.83878 -0.20929
C 2.26105 1.35795 -1.40258
H 1.20599 0.40009 0.18964
H 2.72009 1.06533 0.71525
H 3.51719 -1.01202 0.67750
H 1.29928 1.76650 -1.71496
H 2.91946 2.22018 -1.34303
H 3.57804 -0.87598 -1.07425
H 2.19603 -1.64656 -0.31296
H 2.66759 0.76836 -2.22644
*
```

Of them, 1 has the lowest stability.